Computed, not measured: a structure of composition C29H46InP2Se, with ωB97M-V with the def2-TZVPD basis set.

Summary:
Relative energy (zero: lowest compared OMol25 entry of this formula, charge and spin)   258.2 kJ/mol
Charge   +1
Highest occupied orbital energy (spin up / spin down)   -10.119 / -10.074 eV

Last column: Mulliken charge in e.
Element x y z (Å)
In: -0.200 -0.853 0.990  0.499
C: 2.315 2.052 -0.405  0.691
C: 1.786 2.551 -1.627  0.731
C: 0.375 3.193 0.067  0.781
C: 1.445 2.460 0.645  0.057
C: 0.580 3.242 -1.337  0.673
C: 3.578 1.299 -0.253  -1.477
H: 3.659 0.487 -0.991  0.308
H: 3.656 0.864 0.752  0.411
H: 4.453 1.953 -0.403  0.352
C: 1.620 2.188 2.089  -0.878
H: 2.669 1.963 2.317  0.456
H: 1.005 1.334 2.423  -0.011
H: 1.317 3.062 2.684  0.376
C: -0.739 3.805 0.816  -1.069
H: -0.364 4.373 1.681  0.348
H: -1.430 3.035 1.202  0.023
H: -1.307 4.490 0.176  0.502
C: -0.280 3.950 -2.308  -1.893
H: 0.004 5.011 -2.400  0.316
H: -1.332 3.918 -1.993  0.454
H: -0.205 3.502 -3.306  0.412
C: 2.410 2.429 -2.961  -1.596
H: 3.080 3.280 -3.166  0.375
H: 1.650 2.415 -3.753  0.428
H: 3.010 1.513 -3.042  0.332
C: 0.338 -2.880 0.690  0.187
C: 1.240 -3.144 -0.477  -0.894
C: 0.987 -2.406 -1.794  -1.241
C: 0.698 -0.892 -1.770  0.244
C: -0.556 -0.496 -1.002  -0.032
C: -1.777 -1.412 -1.148  0.534
C: -2.160 -2.525 -0.078  -1.136
C: -1.062 -3.521 0.314  -1.329
H: 0.153 -2.910 -2.317  0.321
H: 0.627 -0.530 -2.811  0.338
H: 1.865 -2.556 -2.449  0.709
H: -0.957 -4.230 -0.525  0.457
H: 0.698 -3.314 1.642  0.655
H: 1.052 -4.221 -0.735  0.344
H: -1.429 -4.106 1.173  0.279
H: -2.587 -2.034 0.821  0.176
H: -1.654 -1.973 -2.100  0.183
H: -2.992 -3.100 -0.526  0.661
H: 1.559 -0.351 -1.345  -0.721
H: -0.796 0.556 -1.190  0.447
P: 3.226 -4.074 -0.717  0.190
C: 3.574 -4.535 1.023  -0.987
C: 4.204 -2.521 -0.809  -0.655
P: -3.556 0.511 -2.700  0.051
C: -3.098 -0.580 -1.242  -0.815
C: -2.291 0.169 -3.996  -0.685
C: -4.905 -0.534 -3.417  -1.087
H: 3.071 -3.881 1.746  0.230
H: 4.661 -4.519 1.160  0.424
H: 3.214 -5.566 1.145  0.307
H: 4.437 -2.370 -1.874  0.307
H: 5.145 -2.630 -0.252  0.509
H: 3.637 -1.656 -0.436  -0.217
H: -4.497 -1.267 -4.126  0.317
H: -5.575 0.154 -3.950  0.357
H: -5.481 -1.041 -2.634  0.350
H: -3.966 -1.262 -1.155  0.759
H: -3.134 0.098 -0.363  -0.430
H: -2.545 0.830 -4.839  0.433
H: -2.327 -0.870 -4.351  0.364
H: -1.281 0.433 -3.657  -0.174
Se: -2.140 0.569 2.155  -0.280
C: -1.650 0.885 3.956  0.290
C: -1.749 -0.168 4.892  -0.410
C: -1.671 0.109 6.256  -0.604
C: -1.452 1.421 6.704  -0.473
C: -1.226 2.443 5.770  -0.678
C: -1.321 2.187 4.400  -0.053
H: -1.926 -1.178 4.521  0.415
H: -1.782 -0.701 6.975  0.365
H: -1.442 1.641 7.771  0.377
H: -0.979 3.448 6.111  0.386
H: -1.178 2.981 3.663  0.332



Computed, not measured: a structure of composition C29H46N12PtSe, with ωB97M-V with the def2-TZVPD basis set.

Summary:
Expectation value of S²   6.05
Spin multiplicity   5
Relative energy (zero: lowest compared OMol25 entry of this formula, charge and spin)   229.8 kJ/mol
Charge   +4
Highest occupied orbital energy (spin up / spin down)   -18.685 / -19.385 eV

Last column: Mulliken charge in e.
Element x y z (Å)
Pt: -0.121 -0.342 1.426  4.149
N: -0.614 1.726 2.541  -0.492
C: 0.186 1.977 3.754  -0.721
C: 1.579 1.431 3.529  -0.762
N: 1.538 0.019 3.092  -0.619
C: 1.416 -0.971 4.184  -0.577
C: -0.036 -1.212 4.574  -0.878
N: -0.838 -1.464 3.362  -0.758
H: -1.597 1.884 2.738  0.179
H: -0.334 2.387 1.819  0.028
H: 0.254 3.047 3.965  0.493
H: -0.300 1.514 4.607  0.317
H: 2.072 2.009 2.744  0.320
H: 2.166 1.535 4.445  0.544
H: 2.417 -0.157 2.614  0.155
H: 1.854 -1.912 3.846  0.310
H: 1.977 -0.641 5.061  0.474
H: -0.075 -2.061 5.258  0.469
H: -0.453 -0.359 5.101  0.353
H: -0.770 -2.435 3.062  0.322
H: -1.823 -1.327 3.571  0.306
C: 2.201 -0.232 -3.124  -1.055
N: 2.557 -1.260 -2.155  0.503
C: 3.635 -2.144 -2.605  -1.180
C: 2.036 -1.335 -0.921  -0.947
N: 1.501 -0.260 -0.291  1.315
C: 2.044 0.987 -0.481  -0.382
C: 3.458 1.081 -0.584  -0.921
C: 4.111 2.272 -0.798  -1.168
C: 3.365 3.438 -0.909  -0.993
C: 1.966 3.417 -0.732  1.073
C: 1.287 4.644 -0.791  -0.817
C: -0.077 4.692 -0.563  -1.307
C: -0.774 3.518 -0.370  0.029
C: -0.160 2.243 -0.388  -1.026
N: -0.987 1.140 -0.204  1.331
C: -2.213 1.140 -0.804  -1.386
N: -2.333 1.697 -2.025  0.587
C: -1.239 1.782 -2.982  -1.290
C: -3.549 2.400 -2.440  -1.231
N: -3.329 0.569 -0.310  0.435
C: -3.662 0.491 1.106  -0.878
C: -4.324 -0.038 -1.199  -1.334
C: 1.261 2.186 -0.506  0.278
N: 2.009 -2.540 -0.320  0.208
C: 1.945 -2.611 1.116  -0.444
C: 1.793 -3.796 -1.045  -1.243
H: 2.028 -0.710 -4.089  0.450
H: 3.008 0.491 -3.260  0.349
H: 1.300 0.301 -2.827  0.472
H: 4.416 -1.529 -3.055  0.408
H: 3.296 -2.840 -3.373  0.437
H: 4.067 -2.699 -1.778  0.400
H: 4.036 0.175 -0.452  0.657
H: 5.191 2.295 -0.868  0.496
H: 3.857 4.380 -1.117  0.553
H: 1.839 5.549 -1.012  0.548
H: -0.600 5.640 -0.531  0.505
H: -1.840 3.563 -0.184  0.660
H: -0.404 1.155 -2.678  0.296
H: -0.887 2.809 -3.098  0.347
H: -1.597 1.444 -3.956  0.420
H: -4.190 2.614 -1.590  0.393
H: -4.117 1.841 -3.185  0.417
H: -3.257 3.346 -2.900  0.417
H: -3.849 1.487 1.513  0.349
H: -2.886 -0.007 1.674  -0.037
H: -4.579 -0.081 1.213  0.396
H: -3.911 -0.206 -2.189  0.427
H: -5.227 0.567 -1.283  0.424
H: -4.611 -1.005 -0.784  0.481
H: 2.791 -2.095 1.573  0.464
H: 1.958 -3.651 1.432  0.363
H: 1.002 -2.140 1.474  -0.281
H: 1.531 -3.609 -2.082  0.408
H: 0.962 -4.330 -0.579  0.455
H: 2.671 -4.440 -1.007  0.410
Se: -2.809 -4.841 1.533  0.422
N: -3.039 -4.886 -0.170  -0.723
C: -2.431 -3.851 -0.721  0.504
C: -2.376 -3.546 -2.096  -0.918
C: -1.673 -2.428 -2.459  -0.993
C: -1.047 -1.632 -1.484  0.356
N: -1.082 -1.858 -0.182  1.629
C: -1.759 -2.972 0.227  -0.554
N: -1.847 -3.348 1.492  -0.539
H: -2.874 -4.185 -2.816  0.591
H: -1.594 -2.141 -3.499  0.618
H: -0.491 -0.756 -1.792  -0.247



Computed, not measured: a structure of composition C29H46N6S2Si4Ti, with ωB97M-V with the def2-TZVPD basis set.

Summary:
Expectation value of S²   0.76
Spin multiplicity   2
Relative energy (zero: lowest compared OMol25 entry of this formula, charge and spin)   39.7 kJ/mol
Charge   +1
Highest occupied orbital energy (spin up / spin down)   -10.300 / -10.392 eV

Last column: Mulliken charge in e.
Element x y z (Å)
Ti: -0.533 -0.580 -0.479  -0.581
N: -2.738 2.379 -0.233  -0.048
C: -3.353 1.182 -0.114  -0.398
N: -2.717 0.028 -0.152  0.847
C: -3.617 -1.022 -0.006  -0.896
C: -4.910 -0.665 0.127  -0.274
S: -5.057 1.052 0.075  -0.202
C: -3.040 -2.359 -0.009  -0.672
C: -3.686 -3.540 0.001  -0.420
S: -2.552 -4.839 0.050  -0.220
C: -1.263 -3.697 0.043  0.009
N: -1.644 -2.430 -0.022  1.206
N: 0.008 -4.077 0.179  -0.029
H: -1.750 2.398 -0.016  -0.724
H: -3.247 3.206 0.036  0.393
H: -5.771 -1.292 0.272  0.517
H: -4.744 -3.726 -0.011  0.483
H: 0.274 -5.037 0.050  0.248
H: 0.724 -3.372 0.094  -0.112
C: -0.691 3.826 -4.997  -1.602
C: -0.634 2.804 -3.906  0.688
C: -1.548 1.752 -3.840  -0.812
C: -1.471 0.845 -2.807  -0.764
N: -0.554 0.923 -1.828  2.059
C: 0.340 1.927 -1.892  -0.924
C: 0.328 2.867 -2.901  -0.887
H: -1.204 3.443 -5.876  0.408
H: 0.308 4.148 -5.284  0.416
H: -1.234 4.708 -4.651  0.289
H: -2.311 1.630 -4.596  0.481
H: -2.172 0.015 -2.757  0.351
H: 1.076 1.963 -1.097  0.256
H: 1.076 3.648 -2.895  0.532
C: 1.264 -1.420 -1.349  -1.655
C: 1.119 -2.202 -2.612  0.946
C: 0.474 -1.658 -3.729  -0.170
C: 0.283 -2.384 -4.890  -1.131
C: 0.751 -3.692 -4.976  0.485
C: 1.446 -4.241 -3.902  -0.922
C: 1.627 -3.501 -2.749  -0.340
C: 0.537 -4.459 -6.173  -0.090
N: 0.366 -5.071 -7.130  -0.504
H: 1.801 -0.488 -1.586  0.543
H: 1.917 -1.940 -0.642  0.578
H: 0.134 -0.627 -3.701  0.584
H: -0.221 -1.939 -5.737  0.496
H: 1.859 -5.237 -3.985  0.485
H: 2.225 -3.923 -1.950  0.507
C: -1.896 -1.099 3.403  -0.759
Si: -0.025 -0.885 3.424  0.347
C: 0.442 -0.169 5.093  -1.155
C: 0.711 -2.611 3.312  -1.038
Si: 0.646 0.457 1.588  0.933
Si: -0.064 2.615 2.245  0.846
C: -1.877 2.562 2.780  -1.039
C: 0.159 3.927 0.898  -1.224
C: 0.900 3.323 3.693  -1.417
Si: 3.019 0.570 1.490  0.570
C: 3.738 1.279 3.070  -1.214
C: 3.866 -1.092 1.232  -1.108
C: 3.569 1.693 0.080  -1.162
H: -2.185 -1.871 4.121  0.519
H: -2.258 -1.409 2.421  -0.033
H: -2.414 -0.182 3.678  0.295
H: 0.174 -0.882 5.875  0.412
H: -0.090 0.759 5.298  0.288
H: 1.510 0.029 5.175  0.289
H: 0.550 -3.133 4.258  0.475
H: 1.782 -2.609 3.118  0.228
H: 0.225 -3.197 2.532  0.192
H: -2.457 1.772 2.306  0.065
H: -2.372 3.519 2.596  0.461
H: -1.917 2.385 3.856  0.374
H: -0.384 3.794 -0.040  0.411
H: 1.215 4.009 0.639  0.305
H: -0.146 4.891 1.312  0.512
H: 1.139 2.582 4.452  0.336
H: 0.302 4.108 4.161  0.390
H: 1.834 3.779 3.366  0.369
H: 3.443 0.705 3.948  0.268
H: 3.445 2.313 3.236  0.297
H: 4.828 1.246 3.005  0.446
H: 3.395 -1.901 1.788  0.255
H: 4.896 -1.011 1.586  0.432
H: 3.908 -1.375 0.183  0.336
H: 3.167 2.702 0.181  0.265
H: 3.289 1.302 -0.899  0.321
H: 4.658 1.778 0.091  0.480